A single C4H6F3NO3 molecule in a non-equilibrium geometry. Source: OMol25; level of theory: the ωB97M-V functional and the def2-TZVPD basis.

XYZ file:
```
17
Properties=species:S:1:pos:R:3:mulliken_charge:R:1
C -0.654 -0.538 1.315 -1.706
C 0.042 0.300 0.309 0.833
O -0.660 1.464 0.096 -0.549
C 1.545 0.558 0.664 0.047
F 1.635 1.323 1.766 -0.294
F 2.120 1.358 -0.284 -0.253
C 0.104 -0.565 -1.169 0.031
F 0.579 0.158 -2.168 -0.286
N -1.300 -0.717 -1.570 0.953
O -2.015 -1.650 -1.238 -0.594
O -1.723 0.223 -2.192 -0.524
H -0.593 0.091 2.287 0.360
H -1.654 -0.678 1.097 0.484
H -0.215 -1.530 1.488 0.357
H 0.005 2.122 -0.368 0.448
H 2.092 -0.324 1.072 0.347
H 0.693 -1.596 -1.104 0.346
```

Calculated values
strongest force on any atom: 3.7 eV Å⁻¹
structure (SMILES): C[C@@](O)(C(F)F)[C@H](F)[N+](=O)[O-]
HOMO level: -10.95 eV
frontier orbital gap: 11.032 eV
LUMO: 0.0029 hartree

***

A single C4H6F3NS molecule in a non-equilibrium geometry. Source: OMol25; level of theory: the ωB97M-V functional and the def2-TZVPD basis.

XYZ file:
```
15
Properties=species:S:1:pos:R:3:mulliken_charge:R:1
C -0.643 -1.422 0.227 -1.296
C -0.520 0.039 0.409 0.033
C -0.355 0.902 -0.920 0.188
N 0.684 0.666 -1.744 -0.420
S -1.586 1.863 -1.375 -0.319
C 0.649 0.391 1.335 0.732
F 0.454 0.163 2.642 -0.251
F 1.845 -0.242 1.110 -0.284
F 0.980 1.754 1.192 -0.272
H -1.437 -1.853 -0.445 0.336
H 0.223 -1.724 -0.380 0.275
H -0.753 -1.772 1.203 0.411
H -1.459 0.518 0.940 0.364
H 1.498 0.010 -1.484 0.259
H 0.420 0.708 -2.709 0.245
```

Calculated values
strongest force on any atom: 3.8 eV Å⁻¹
structure (SMILES): C[C@H](C(N)=S)C(F)(F)F
HOMO level: -8.73 eV
frontier orbital gap: 9.067 eV
LUMO: 0.0124 hartree

***

A single C4H6FN molecule in a non-equilibrium geometry. Source: OMol25; level of theory: the ωB97M-V functional and the def2-TZVPD basis.

XYZ file:
```
12
Properties=species:S:1:pos:R:3:mulliken_charge:R:1
C 1.591 -0.789 -0.525 -1.203
C 1.066 -0.206 0.787 -0.524
C -0.250 0.631 0.515 0.313
F -0.121 1.463 -0.606 -0.275
C -1.298 -0.219 0.218 0.154
N -1.828 -1.120 -0.255 -0.416
H 1.335 -0.114 -1.303 0.325
H 1.004 -1.636 -0.748 0.375
H 2.650 -0.884 -0.604 0.350
H 0.880 -0.976 1.452 0.381
H 1.855 0.524 1.097 0.298
H -0.495 1.266 1.377 0.222
```

Calculated values
strongest force on any atom: 4.0 eV Å⁻¹
structure (SMILES): CC[C@@H](F)C#N
HOMO level: -11.75 eV
frontier orbital gap: 12.643 eV
LUMO: 0.0329 hartree

***

2 unconnected molecules or ions with the total composition C4H6FNO in a non-equilibrium geometry. Source: OMol25; level of theory: the ωB97M-V functional and the def2-TZVPD basis.

XYZ file:
```
13
Properties=species:S:1:pos:R:3:mulliken_charge:R:1
C -1.540 -0.039 -1.779 -0.730
N -1.199 -1.273 -1.175 -0.281
C -0.371 -1.949 -0.632 0.564
O 0.314 -2.790 -0.160 -0.496
H -1.248 0.704 -1.248 0.323
H -1.197 0.072 -2.746 0.345
H -2.596 -0.076 -1.948 0.279
C 2.004 1.197 1.654 -0.669
C 0.819 0.581 1.625 -0.085
F -0.189 1.214 0.938 -0.266
H 2.081 2.097 1.222 0.350
H 2.713 0.411 1.981 0.243
H 0.409 -0.150 2.267 0.422
```

Calculated values
strongest force on any atom: 6.4 eV Å⁻¹
structure (SMILES): CN=C=O.C=CF
HOMO level: -10.13 eV
frontier orbital gap: 10.960 eV
LUMO: 0.0304 hartree

***

A single C4H6FNO molecule. Source: OMol25; level of theory: the ωB97M-V functional and the def2-TZVPD basis.

XYZ file:
```
13
Properties=species:S:1:pos:R:3:mulliken_charge:R:1
O -0.195 -1.431 -0.894 -0.546
C -0.212 -0.567 -0.044 0.514
C -0.881 -0.863 1.279 -0.180
F -0.833 0.192 2.169 -0.270
N 0.360 0.719 -0.176 -0.295
C 1.572 0.744 -1.016 -0.303
C 0.301 1.254 -1.549 -0.321
H -0.384 -1.737 1.733 0.225
H -1.941 -1.119 1.070 0.222
H 2.361 1.411 -0.665 0.238
H 1.928 -0.224 -1.393 0.232
H 0.101 2.310 -1.612 0.244
H -0.202 0.639 -2.291 0.239
```

Calculated values
strongest force on any atom: 0.8 eV Å⁻¹
structure (SMILES): O=C(CF)N1CC1
HOMO level: -10.05 eV
frontier orbital gap: 11.113 eV
LUMO: 0.0389 hartree

***

3 unconnected molecules or ions with the total composition C4H6FNO in a non-equilibrium geometry. Source: OMol25; level of theory: the ωB97M-V functional and the def2-TZVPD basis.

XYZ file:
```
13
Properties=species:S:1:pos:R:3:mulliken_charge:R:1
C 1.325 0.587 -1.229 -0.671
C 2.214 -0.129 -0.515 0.597
F 3.206 0.461 0.293 -0.252
C 2.257 -1.546 -0.496 0.162
N 2.304 -2.699 -0.546 -0.360
H 1.395 1.706 -1.315 0.273
H 0.547 0.127 -1.856 0.247
H -2.491 1.513 2.808 0.073
H -2.032 1.705 2.245 -0.074
C -1.493 -1.441 0.697 -0.162
O -1.369 -0.491 0.009 -0.311
H -2.550 -1.896 0.721 0.260
H -0.551 -1.709 1.327 0.218
```

Calculated values
strongest force on any atom: 2.3 eV Å⁻¹
structure (SMILES): C=C(F)C#N.[H][H].C=O
HOMO level: -10.22 eV
frontier orbital gap: 10.447 eV
LUMO: 0.0085 hartree

***

A single C4H6FNO2 molecule in a non-equilibrium geometry. Source: OMol25; level of theory: the ωB97M-V functional and the def2-TZVPD basis.

XYZ file:
```
14
Properties=species:S:1:pos:R:3:mulliken_charge:R:1
C 0.146 -1.092 0.523 -1.189
C -0.715 -0.216 -0.402 1.262
C -0.216 1.161 -0.713 -1.301
F -0.861 -0.819 -1.589 -0.313
N -2.049 -0.105 0.430 -0.315
O -3.027 -1.180 0.352 -0.316
C -3.457 0.053 0.195 0.735
O -4.394 0.717 0.027 -0.433
H 0.839 -1.715 -0.185 0.309
H -0.560 -1.831 1.030 0.303
H 0.750 -0.628 1.340 0.304
H -1.147 1.897 -1.009 0.278
H 0.306 1.540 0.178 0.317
H 0.498 1.164 -1.536 0.358
```

Calculated values
strongest force on any atom: 3.5 eV Å⁻¹
structure (SMILES): CC(C)(F)N1OC1=O
HOMO level: -10.02 eV
frontier orbital gap: 10.803 eV
LUMO: 0.0286 hartree

***

A molecular structure, C4H6FO2Tl in a non-equilibrium geometry. Source: OMol25; level of theory: the ωB97M-V functional and the def2-TZVPD basis.

XYZ file:
```
14
Properties=species:S:1:pos:R:3:mulliken_charge:R:1
Tl -1.922 0.928 -2.918 1.137
F -2.023 1.860 -1.041 -0.436
O 2.245 -2.007 0.562 -0.120
C 1.258 -1.286 0.559 0.556
O 0.084 -1.418 1.221 -0.184
C -0.848 -0.411 0.919 -0.242
C -0.018 0.697 0.239 -0.650
C 1.157 -0.119 -0.408 -0.215
H -1.216 0.109 1.803 0.322
H -1.649 -0.774 0.274 0.318
H 0.455 1.290 1.021 0.342
H -0.594 1.412 -0.349 0.524
H 2.162 0.289 -0.513 0.401
H 0.910 -0.570 -1.369 0.245
```

Calculated values
strongest force on any atom: 4.1 eV Å⁻¹
net charge: +2
HOMO level: -19.36 eV
frontier orbital gap: 3.308 eV
LUMO: -0.5898 hartree

***

2 unconnected molecules or ions with the total composition C4H6FO3S in a non-equilibrium geometry. Source: OMol25; level of theory: the ωB97M-V functional and the def2-TZVPD basis.

XYZ file:
```
15
Properties=species:S:1:pos:R:3:lowdin_spin:R:1
C 1.778 1.332 0.550 0.005
C 1.683 0.989 -0.696 0.003
C -0.278 -1.867 0.154 0.861
C -1.196 -1.093 0.708 0.833
O -0.881 0.665 -1.330 0.001
O -3.046 -0.118 -0.653 0.094
O -1.873 1.469 0.793 0.056
F 2.621 0.087 -1.139 0.001
S -1.773 0.398 -0.213 0.017
H 2.541 0.758 1.214 0.000
H 1.102 2.044 0.991 0.000
H -0.199 -2.914 0.460 0.056
H 0.462 -1.482 -0.636 0.040
H 0.988 1.393 -1.546 0.000
H -1.930 -1.661 1.343 0.033
```

Calculated values
strongest force on any atom: 11.1 eV Å⁻¹
net charge: -1
HOMO level (alpha / beta): -1.83 / -5.22 eV
frontier orbital gap (alpha / beta): 5.841 / 6.590 eV
spin multiplicity: 3
LUMO (alpha / beta): 0.1474 / 0.0503 hartree

***

A molecular structure, C4H6FO4 in a non-equilibrium geometry. Source: OMol25; level of theory: the ωB97M-V functional and the def2-TZVPD basis.

XYZ file:
```
15
Properties=species:S:1:pos:R:3:mulliken_charge:R:1
C 2.180 0.365 3.295 -0.614
O 0.818 0.628 3.337 -0.545
H 2.763 1.081 3.912 0.214
H 2.383 -0.653 3.680 0.215
H 2.592 0.433 2.265 0.191
C 0.274 2.377 3.361 0.843
O 0.542 2.858 4.712 -0.367
C -0.599 2.859 5.469 0.257
C -1.622 2.111 4.624 -0.407
O -1.104 2.264 3.312 -0.405
O 0.831 3.010 2.461 -0.762
F -1.011 4.185 5.666 -0.342
H -0.422 2.447 6.471 0.197
H -1.663 1.046 4.920 0.251
H -2.616 2.568 4.677 0.272
```

Calculated values
strongest force on any atom: 2.4 eV Å⁻¹
net charge: -1
HOMO level: -4.12 eV
frontier orbital gap: 8.096 eV
LUMO: 0.1463 hartree

***

A molecular structure, C4H6FO4Yb in a non-equilibrium geometry. Source: OMol25; level of theory: the ωB97M-V functional and the def2-TZVPD basis.

XYZ file:
```
16
Properties=species:S:1:pos:R:3:lowdin_spin:R:1
C -0.520 -0.894 -2.585 0.104
O -0.146 -1.486 -1.368 0.679
H -1.582 -1.097 -2.816 0.062
H -0.374 0.201 -2.580 0.015
H 0.109 -1.321 -3.380 0.020
C 0.159 1.298 1.998 0.000
O 0.716 1.400 0.806 0.015
C 0.969 0.231 0.041 0.033
C -0.269 -0.651 -0.098 0.038
O -0.863 0.565 2.189 0.005
O 0.778 1.757 2.992 0.002
F 1.986 -0.455 0.645 0.009
H 1.331 0.605 -0.923 0.000
H -1.151 -0.009 -0.253 0.013
H -0.257 -1.428 0.675 0.005
Yb -0.885 1.285 4.661 0.000
```

Calculated values
strongest force on any atom: 3.6 eV Å⁻¹
net charge: +2
HOMO level (alpha / beta): -17.48 / -17.47 eV
frontier orbital gap (alpha / beta): 8.855 / 5.692 eV
spin multiplicity: 2
LUMO (alpha / beta): -0.3169 / -0.4327 hartree

***

A single C4H6INO molecule in a non-equilibrium geometry. Source: OMol25; level of theory: the ωB97M-V functional and the def2-TZVPD basis.

XYZ file:
```
13
Properties=species:S:1:pos:R:3:mulliken_charge:R:1
I -0.559 4.539 0.464 -0.087
C -0.685 2.617 -0.666 -0.207
N -0.317 1.616 0.000 -0.322
C -0.007 0.163 -0.277 -0.664
C 0.572 -1.025 0.646 0.286
C 0.078 -2.355 0.603 -0.401
O 1.215 -1.896 -0.206 -0.407
H -1.062 2.750 -1.614 0.490
H 0.803 0.233 -1.055 0.248
H -0.892 -0.178 -0.697 0.332
H 1.241 -0.697 1.461 0.291
H 0.356 -3.192 1.313 0.211
H -0.742 -2.576 0.027 0.230
```

Calculated values
strongest force on any atom: 5.2 eV Å⁻¹
structure (SMILES): I/C=N/C[C@H]1CO1
HOMO level: -9.01 eV
frontier orbital gap: 9.310 eV
LUMO: 0.0109 hartree

***

> Among the records above, which one has the highest strongest force on any atom?

C4H6FO3S